1.
ORCA calculation (wB97M-V/def2-TZVPD) on C23H53O2P3Re as an isolated structure at a distorted geometry.

CARTESIAN COORDINATES (ANGSTROEM)
Re 0.0809 -0.2708 -0.0231
C -1.5370 0.1007 -1.1042
O -2.4905 0.3045 -1.7655
C 1.5852 -0.0081 1.2369
O 2.5034 0.1120 1.9649
P 1.2815 1.0403 -1.6301
C 1.0327 2.8964 -1.5079
H 1.6630 3.3152 -2.3035
C 3.1624 1.0662 -1.4195
H 3.2511 1.3680 -0.3605
C 0.7798 0.8518 -3.4473
H -0.2918 1.1203 -3.3985
C -2.9443 -1.7104 1.7478
P -1.4148 -0.6277 1.9011
H -2.4558 1.0608 3.3221
H -3.4666 -1.2181 0.9080
C -0.8991 -0.9234 3.6915
H -1.8518 -0.9872 4.2384
C 3.7689 -0.3257 -1.5499
H 4.8542 -0.2557 -1.3730
H 3.6143 -0.7541 -2.5507
H 3.3671 -1.0119 -0.7936
C 3.9651 2.0629 -2.2585
H 3.9407 1.8206 -3.3260
H 5.0132 1.9943 -1.9327
H 3.6593 3.1032 -2.1159
C 1.4660 1.7940 -4.4434
H 1.4346 2.8481 -4.1552
H 0.9307 1.7167 -5.4008
H 2.5073 1.5008 -4.6334
C 0.8780 -0.5849 -3.9549
H 0.4831 -0.6114 -4.9821
H 0.2829 -1.2935 -3.3607
H 1.9224 -0.9275 -3.9939
C -0.4034 3.3331 -1.8069
H -0.7186 3.0776 -2.8268
H -0.4637 4.4255 -1.7040
H -1.1258 2.8924 -1.1056
C 1.5386 3.4731 -0.1861
H 0.9647 3.0980 0.6711
H 1.4196 4.5652 -0.2200
H 2.5989 3.2603 -0.0108
C -3.8379 -1.6754 2.9971
H -4.0217 -0.6663 3.3806
H -3.4129 -2.2856 3.8063
H -4.8137 -2.1135 2.7410
C -2.6806 -3.1581 1.3469
H -2.2861 -3.7564 2.1793
C -1.2121 2.1098 1.8983
H -2.0040 -3.2428 0.4889
H -3.6409 -3.6083 1.0469
C -3.5682 1.2700 1.4969
H -0.7311 1.8805 0.9190
H -1.7017 3.0821 1.7922
H -0.4232 2.2015 2.6548
C -2.2462 1.0395 2.2388
H -3.8546 2.3205 1.6456
H -4.3823 0.6471 1.8802
H -3.4686 1.0955 0.4173
C -0.0891 0.2174 4.3179
H 0.8313 0.4061 3.7504
H 0.1977 -0.0818 5.3354
H -0.6603 1.1485 4.4054
C -0.1586 -2.2476 3.8509
H 0.8170 -2.2101 3.3445
H -0.7222 -3.1106 3.4739
H 0.0258 -2.4169 4.9202
H -2.2555 4.6886 0.8014
H -1.7946 5.0077 0.2999
C 1.9226 -3.0325 -1.6635
P 0.5138 -2.3754 -0.6550
C -0.8326 -3.1820 -1.6635
C 0.7649 -3.5750 0.7341
H 1.9349 -2.5854 -2.6607
H 1.8136 -4.1220 -1.7731
H 2.8817 -2.8351 -1.1802
H -0.4874 -3.2852 -2.7008
H -1.0470 -4.1849 -1.2668
H -1.7579 -2.5890 -1.6698
H 1.0370 -4.5587 0.3205
H 1.5947 -3.2181 1.3600
H -0.1300 -3.6895 1.3516

Results
- Multiplicity: 4
- HOMO-LUMO gap (spin up / spin down): 6.552 / 3.506 eV
- Net charge: +4
- Energy relative to the best compared isomer or geometry (same formula, charge and spin): 6.5 kcal/mol
- Electronic energy: -2159.22752 hartree

Atomic partial charges in e from the Mulliken method, atoms 1 to 8:
1. Re 3.667
2. C -0.107
3. O -0.226
4. C 0.061
5. O -0.228
6. P -0.210
7. C 0.204
8. H 0.585


2.
ORCA calculation (wB97M-V/def2-TZVPD) on a 3-piece molecular cluster, C19H25BNO8 overall at a distorted geometry.

CARTESIAN COORDINATES (ANGSTROEM)
C 0.7976 -3.1110 1.5198
C 1.4382 -1.9503 0.5202
C 0.7513 -1.9367 -0.9797
C 0.5241 -0.4326 -1.6075
C 1.8947 0.3423 -2.0596
O 2.4522 1.4243 -1.2351
B 1.5607 2.5948 -1.1510
O 0.9399 3.3235 -2.2731
O 1.2265 3.0736 0.2375
C 2.0582 0.6633 -3.6934
O 3.5288 0.9592 -3.7237
C 4.1675 0.0812 -2.7292
N 3.0443 -0.6870 -2.0013
H 1.5822 -3.2774 2.4025
H 0.6922 -4.1504 0.9705
H -0.2252 -2.7467 2.0091
H 1.4199 -0.8796 1.0119
H 2.5843 -2.2547 0.3850
H -0.3388 -2.3993 -0.8361
H 1.2954 -2.6863 -1.7303
H -0.1559 0.1487 -0.8522
H -0.1414 -0.5883 -2.5853
H 0.2074 2.7009 -2.6190
H 1.6654 2.4086 0.8752
H 1.3665 1.5197 -4.1352
H 1.8775 -0.2871 -4.3538
H 4.9099 -0.6406 -3.3047
H 4.8661 0.5305 -1.9044
H 3.4685 -0.8736 -1.0614
H 2.9237 -1.4991 -2.6710
C -0.7853 5.8530 -1.2050
C -0.4325 7.1221 -1.4319
C -1.2535 8.2453 -0.9385
O -0.9324 9.4071 -1.1474
C -2.4779 7.9121 -0.1837
C -2.8306 6.6431 0.0433
C -2.0096 5.5199 -0.4501
O -2.3307 4.3581 -0.2412
H -0.1948 5.0174 -1.5604
H 0.4629 7.3828 -1.9832
H -3.0683 8.7477 0.1718
H -3.7261 6.3824 0.5946
C -3.3074 -4.9751 4.6404
C -2.3964 -4.6123 3.7323
C -1.7547 -5.6076 2.8509
O -0.9193 -5.2767 2.0207
C -2.1598 -7.0184 3.0107
C -3.0708 -7.3812 3.9189
C -3.7124 -6.3858 4.8003
O -4.5478 -6.7168 5.6304
H -3.7870 -4.2579 5.2952
H -2.0891 -3.5815 3.6023
H -1.6801 -7.7356 2.3560
H -3.3780 -8.4120 4.0489

Results
- Multiplicity: 1
- HOMO-LUMO gap: 8.398 eV
- Net charge: +1
- Energy relative to the best compared isomer or geometry (same formula, charge and spin): 81.9 kcal/mol
- Electronic energy: -1420.15809 hartree

Atomic partial charges in e from the Mulliken method, atoms 1 to 8:
1. C -0.981
2. C -0.225
3. C -0.529
4. C -0.677
5. C 0.454
6. O -0.697
7. B 0.768
8. O -0.516


3.
ORCA calculation (wB97M-V/def2-TZVPD) on one molecule with the formula C8H8IN at a distorted geometry.

CARTESIAN COORDINATES (ANGSTROEM)
C 1.3425 -0.4531 -1.2078
C 1.3103 0.9730 -1.4424
C 0.4233 -0.9842 -0.3899
C 0.3973 1.7403 -0.7919
C -0.5109 -0.2426 0.4184
C -0.2565 1.2897 0.4780
C -1.3155 -1.0470 1.4798
C -1.8788 -1.0015 0.1337
N -0.4468 1.8979 1.6011
I -3.5979 0.1747 -0.1935
H 2.0337 -0.9111 -1.9443
H 1.8367 1.2783 -2.2115
H 0.3132 -2.1426 -0.3300
H 0.2823 2.8346 -1.0821
H -0.7546 -2.0009 1.5788
H -1.6382 -0.4065 2.2259
H -1.6995 -1.8216 -0.6554
H -0.2305 2.8908 1.4946

Results
- Multiplicity: 1
- HOMO-LUMO gap: 8.230 eV
- Energy relative to the best compared isomer or geometry (same formula, charge and spin): 30.9 kcal/mol
- SMILES: [H]/N=C1\C=CC=C[C@@]12C[C@H]2I
- Electronic energy: -661.97066 hartree

Atomic partial charges in e from the Mulliken method, atoms 1 to 8:
1. C -0.679
2. C -0.434
3. C -0.367
4. C -0.665
5. C 1.046
6. C 0.150
7. C -0.589
8. C -0.460


Quick rundown of molecular weight, same order as above: 640.804, 406.220, 245.063 g/mol